{
  "formula": "C33H64ClFO25P6",
  "method": "ωB97M-V with the def2-TZVPD basis set",
  "elements": ["C", "C", "O", "O", "C", "C", "C", "C", "C", "C", "C", "C", "F", "C", "O", "C", "C", "C", "C", "C", "C", "P", "O", "Cl", "C", "O", "H", "H", "H", "H", "H", "H", "H", "H", "H", "H", "H", "H", "H", "H", "H", "H", "H", "H", "H", "C", "O", "P", "O", "O", "C", "O", "C", "H", "H", "H", "H", "H", "H", "H", "H", "H", "C", "O", "P", "O", "O", "C", "O", "C", "H", "H", "H", "H", "H", "H", "H", "H", "H", "C", "O", "P", "O", "O", "C", "O", "C", "H", "H", "H", "H", "H", "H", "H", "H", "H", "C", "O", "P", "O", "O", "C", "O", "C", "H", "H", "H", "H", "H", "H", "H", "H", "H", "C", "O", "P", "O", "O", "C", "O", "C", "H", "H", "H", "H", "H", "H", "H", "H", "H"],
  "xyz": [[-6.7028, -1.7186, -2.6379], [-5.4369, -2.3422, -3.2227], [-4.8226, -1.7328, -4.0636], [-4.9872, -3.5872, -2.8643], [-4.6741, -3.6980, -1.4680], [-3.2421, -3.1814, -1.1512], [-2.2179, -4.3478, -1.1118], [-0.7800, -3.8184, -0.8018], [-0.4284, -2.8882, -1.9683], [0.0241, -3.3398, -3.1480], [0.2650, -4.8214, -3.3755], [1.6638, -5.1700, -2.7515], [2.4732, -5.8506, -3.6509], [0.2936, -2.3276, -4.2497], [0.9413, -2.6972, -5.2072], [-0.2799, -0.9404, -4.1318], [-0.7208, -0.4800, -2.8860], [-1.2402, 0.7859, -2.6671], [-1.3707, 1.6486, -3.7619], [-0.9731, 1.1910, -5.0087], [-0.4114, -0.0766, -5.2232], [0.1328, -0.5970, -6.9034], [1.7542, -0.2570, -6.9370], [-0.6986, 0.7912, -8.2574], [-0.6253, -1.4188, -1.7050], [-0.7405, -0.9944, -0.5746], [-7.0256, -0.9092, -3.3029], [-7.5266, -2.4487, -2.6162], [-6.5539, -1.2664, -1.6484], [-5.3577, -3.0727, -0.8699], [-4.8015, -4.7538, -1.1946], [-3.0110, -2.4648, -1.9534], [-3.2317, -2.7219, -0.1525], [-2.2806, -4.8238, -2.1046], [-2.5319, -5.1152, -0.3854], [-0.8915, -3.2599, 0.1373], [-0.0530, -4.6250, -0.6775], [0.3244, -5.0848, -4.4387], [-0.4536, -5.4521, -2.8477], [2.1965, -4.2569, -2.4436], [1.5319, -5.7570, -1.8283], [-1.5322, 1.0595, -1.6535], [-1.7972, 2.6333, -3.5720], [-1.1011, 1.8447, -5.8712], [2.1475, -0.7047, -7.6955], [-3.8225, 6.8607, -2.9321], [-3.9505, 7.0550, -4.3394], [-2.7695, 6.3617, -5.2948], [-2.6367, 5.0362, -4.6310], [-1.6485, 7.4456, -4.7661], [-1.9622, 8.8447, -4.7759], [-1.8147, 6.0062, -6.6285], [-1.7096, 6.9970, -7.6676], [-4.4172, 7.6340, -2.4455], [-4.2168, 5.8857, -2.6532], [-2.7867, 6.9519, -2.6064], [-2.1573, 9.1803, -3.7568], [-2.8314, 9.0651, -5.3951], [-1.1041, 9.3918, -5.1657], [-1.0928, 7.8335, -7.3319], [-2.6938, 7.3596, -7.9646], [-1.2316, 6.5351, -8.5282], [-1.7612, 0.8398, 1.5438], [-2.3047, 0.7714, 2.8637], [-1.9537, 2.0480, 3.8768], [-2.1490, 3.1966, 2.9494], [-0.3776, 1.6053, 4.0113], [-0.0532, 0.2358, 4.3117], [-1.8549, 2.9468, 5.2913], [-1.7572, 2.2180, 6.5272], [-1.7593, -0.1668, 1.1415], [-2.3918, 1.4687, 0.9154], [-0.7399, 1.2199, 1.5478], [0.3172, -0.2546, 3.4103], [-0.9147, -0.3151, 4.6874], [0.7301, 0.2198, 5.0691], [-0.7659, 1.7666, 6.6199], [-2.5212, 1.4423, 6.5836], [-1.9019, 2.9159, 7.3502], [-1.1198, -4.2586, 5.3762], [0.2289, -4.0647, 4.9634], [0.6793, -4.7622, 3.4974], [-0.5848, -4.4106, 2.7637], [0.5702, -6.2510, 4.2017], [1.3127, -6.5168, 5.3999], [1.3654, -5.4874, 2.1309], [2.7216, -5.9610, 2.2262], [-1.1552, -4.0778, 6.4514], [-1.7692, -3.5421, 4.8769], [-1.4596, -5.2745, 5.1752], [0.6340, -6.5232, 6.2534], [2.0923, -5.7749, 5.5716], [1.7750, -7.4998, 5.3133], [2.7658, -6.8623, 2.8418], [3.3755, -5.1957, 2.6444], [3.0666, -6.2070, 1.2241], [0.0968, -1.4886, 10.3143], [0.2487, -0.0768, 10.2052], [1.3141, 0.4778, 9.0259], [0.8543, -0.4892, 7.9734], [2.6214, -0.0707, 9.8576], [2.8117, 0.3443, 11.2186], [2.3110, 1.2725, 7.9171], [3.0002, 2.4609, 8.3514], [-0.3127, -1.6924, 11.3045], [-0.6037, -1.8468, 9.5627], [1.0510, -2.0048, 10.2118], [2.5617, -0.4798, 11.8873], [2.1970, 1.2076, 11.4729], [3.8600, 0.6045, 11.3607], [3.8123, 2.1999, 9.0339], [2.3156, 3.1544, 8.8399], [3.4239, 2.9460, 7.4751], [4.4616, 3.8107, -2.9688], [5.2881, 2.7053, -3.3231], [6.3394, 2.9435, -4.5982], [6.8485, 4.3047, -4.2770], [5.1189, 2.9710, -5.6965], [4.1236, 1.9341, -5.6690], [7.4626, 2.5896, -5.7958], [7.4370, 1.2714, -6.3718], [3.6193, 3.4138, -2.4013], [5.0162, 4.5035, -2.3388], [4.0831, 4.3280, -3.8500], [3.1981, 2.3302, -5.2509], [4.4454, 1.0778, -5.0768], [3.9311, 1.6041, -6.6883], [6.5666, 1.1591, -7.0222], [7.4196, 0.5047, -5.5967], [8.3370, 1.1453, -6.9695]],
  "smiles": "CC(=O)OCCCCC1=C(CCF)C(=O)c2c(cccc2P(O)Cl)C1=O.COP(=O)(OC)OC.COP(=O)(OC)OC.COP(=O)(OC)OC.COP(=O)(OC)OC.COP(=O)(OC)OC",
  "charge": 0,
  "max_force_ev_per_a": 9.180,
  "total_energy_ha": -5784.799898
}

***

{
  "formula": "C33H65Cl3N8O11P",
  "method": "ωB97M-V with the def2-TZVPD basis set",
  "elements": ["C", "C", "O", "C", "O", "C", "C", "N", "P", "N", "O", "C", "C", "C", "C", "Cl", "C", "Cl", "C", "C", "O", "O", "C", "C", "C", "Cl", "H", "H", "H", "H", "H", "H", "H", "H", "H", "H", "H", "H", "H", "H", "H", "H", "H", "H", "H", "H", "H", "H", "H", "C", "C", "O", "N", "C", "H", "H", "H", "H", "H", "H", "H", "C", "C", "O", "N", "C", "H", "H", "H", "H", "H", "H", "H", "C", "C", "O", "N", "C", "H", "H", "H", "H", "H", "H", "H", "C", "C", "O", "N", "C", "H", "H", "H", "H", "H", "H", "H", "C", "C", "O", "N", "C", "H", "H", "H", "H", "H", "H", "H", "C", "C", "O", "N", "C", "H", "H", "H", "H", "H", "H", "H"],
  "xyz": [[2.1673, -3.6975, 1.7894], [2.7793, -3.3161, 0.3137], [3.1733, -4.5705, -0.4087], [1.7167, -2.4932, -0.6522], [1.2984, -1.1870, -0.0948], [-0.1557, -1.0493, -0.4131], [-1.2571, -1.1790, 0.8377], [-2.7711, -1.0990, 0.6218], [-3.7931, -1.3018, 2.0855], [-2.7853, -1.1756, 3.5945], [-4.9493, -0.0041, 2.2527], [-3.3320, -0.8963, -0.7992], [-4.9506, -0.8469, -1.0908], [-5.5818, 0.6664, -1.1947], [-7.1549, 0.5365, -0.6415], [-4.6075, 1.9821, -0.3254], [-2.3515, -0.7277, -2.1380], [-3.0897, -0.4827, -3.8572], [-0.7235, -0.8118, -1.9633], [0.3212, -0.6685, -3.2333], [0.0766, -1.0411, -4.4932], [1.6467, -0.0791, -2.9404], [1.6258, 1.3879, -3.0485], [2.1445, 2.1924, -1.7175], [3.1671, 1.3522, -0.7499], [4.6717, 2.3963, -0.3113], [2.6517, -3.1085, 2.6879], [0.9943, -3.6033, 1.8696], [2.4080, -4.8489, 1.9804], [3.7462, -2.6578, 0.5097], [2.3803, -4.7899, -1.0027], [2.2619, -2.2870, -1.6895], [0.7745, -3.1481, -0.9146], [-0.7612, -1.3439, 1.9066], [-2.1554, -0.3314, 3.4416], [-3.4005, -0.9137, 4.4115], [-5.4134, -0.0954, 3.1510], [-5.5268, -1.4535, -0.2673], [-5.1922, -1.3774, -2.1326], [-5.6964, 1.0158, -2.3267], [-7.7683, 1.5234, -0.7829], [-7.6154, -0.3800, -1.2516], [-7.1267, 0.1649, 0.4925], [2.1774, 1.8159, -4.0020], [0.4800, 1.6906, -3.1924], [1.2333, 2.5613, -1.0589], [2.7569, 3.1376, -2.1104], [3.5280, 0.3242, -1.1769], [2.5976, 1.1589, 0.2671], [-1.5184, -1.0011, -10.1728], [-2.6271, -0.9913, -9.1573], [-3.8072, -0.8627, -9.4779], [-2.2912, -1.1310, -7.8426], [-0.9759, -1.2925, -7.2688], [-1.9390, -0.8805, -11.1749], [-0.8313, -0.1718, -9.9846], [-0.9847, -1.9544, -10.1348], [-3.0900, -1.1149, -7.2189], [-0.9594, -2.2372, -6.7202], [-0.8073, -0.4688, -6.5712], [-0.1889, -1.2965, -8.0239], [-4.1532, 2.2312, 5.5366], [-2.7798, 2.6110, 5.0573], [-1.8212, 1.8460, 5.1451], [-2.6132, 3.8496, 4.5104], [-3.6039, 4.8828, 4.3203], [-4.1305, 1.2177, 5.9466], [-4.4768, 2.9156, 6.3254], [-4.8592, 2.2503, 4.7022], [-1.6624, 4.0331, 4.2112], [-3.6541, 5.1117, 3.2533], [-3.2747, 5.7718, 4.8635], [-4.5912, 4.5846, 4.6753], [8.0083, 1.7782, -1.1094], [8.7652, 2.5709, -2.1385], [8.2386, 3.4735, -2.7866], [10.0779, 2.2626, -2.3447], [10.8705, 1.2475, -1.6916], [6.9768, 2.1372, -1.0568], [7.9923, 0.7213, -1.3887], [8.4688, 1.9056, -0.1261], [10.5206, 2.8383, -3.0517], [11.7164, 1.7390, -1.2054], [11.2438, 0.5641, -2.4579], [10.3006, 0.6862, -0.9501], [-11.3023, -0.9592, -2.7381], [-10.6276, 0.2933, -2.2517], [-9.5491, 0.2688, -1.6616], [-11.2491, 1.4854, -2.4829], [-12.5067, 1.7223, -3.1517], [-10.6897, -1.8280, -2.4819], [-12.2774, -1.0701, -2.2562], [-11.4159, -0.9251, -3.8248], [-10.7352, 2.2832, -2.1269], [-12.3177, 2.3754, -4.0069], [-13.1724, 2.2316, -2.4509], [-12.9769, 0.8000, -3.4952], [3.6905, -2.3691, 6.2492], [2.7409, -1.7161, 5.2836], [2.1685, -2.3499, 4.3990], [2.5214, -0.3757, 5.4104], [3.0918, 0.5358, 6.3742], [3.7641, -3.4367, 6.0247], [4.6855, -1.9266, 6.1525], [3.3208, -2.2560, 7.2718], [1.8710, -0.0077, 4.7257], [2.2728, 0.9890, 6.9376], [3.6267, 1.3158, 5.8273], [3.7766, 0.0398, 7.0631], [6.7377, -1.3040, 2.9497], [8.0209, -0.5229, 2.8894], [8.3620, 0.0990, 1.8849], [8.8186, -0.5170, 3.9960], [8.5967, -1.1778, 5.2606], [6.2099, -1.2151, 1.9961], [6.9513, -2.3612, 3.1288], [6.0943, -0.9061, 3.7388], [9.6641, 0.0296, 3.8801], [8.5821, -0.4155, 6.0431], [9.4323, -1.8590, 5.4380], [7.6607, -1.7375, 5.2805]],
  "charge": 1,
  "max_force_ev_per_a": 9.208,
  "total_energy_ha": -4283.365352
}

***

Kohn-Sham gap list, top to bottom, in eV: 5.637, 4.653